[1]
DFT (ωB97M-V with the def2-TZVPD basis set) results for a cluster of 2 separate species, C2HBrFN in total in a non-equilibrium geometry.

As for the energy: -76336.6488 eV. The charge is 0. Its multiplicity is 1. The calculation puts the energy relative to the best compared isomer or geometry (same formula, charge and spin) at 50.7 kcal per mole. The HOMO energy comes out at -11.280 eV.

Each line ends with the Löwdin charge.
Cartesian coordinates (Å):
1 F -0.05362 -0.92329 1.42276  -0.020
2 C 0.14958 -0.73742 0.11863  -0.607
3 N -0.91524 2.32579 -0.49964  0.000
4 C -0.49238 1.29565 -0.19756  -0.190
5 Br 1.94944 -0.66535 -0.52476  0.749
6 H -0.63779 -1.29538 -0.31943  0.068


[2]
DFT (ωB97M-V with the def2-TZVPD basis set) results for a structure of composition C2HBrI2 in a non-equilibrium geometry.

As for the energy: -88332.6615 eV. The charge is 0. Its multiplicity is 1. The calculation puts the energy relative to the best compared isomer or geometry (same formula, charge and spin) at 6.2 kcal per mole. The HOMO energy comes out at -9.021 eV.

Each line ends with the Löwdin charge.
Cartesian coordinates (Å):
1 I -3.67410 1.00374 0.01301  0.784
2 Br -0.49961 2.33112 0.01676  0.683
3 C -1.91114 -0.09444 -0.06767  -1.438
4 C -0.68902 0.49819 -0.03537  -0.847
5 I -1.98517 -2.15861 0.02361  0.817
6 H 0.04208 -0.24353 0.07436  0.000


[3]
DFT (ωB97M-V with the def2-TZVPD basis set) results for a structure of composition C2HBrIN in a non-equilibrium geometry.

As for the energy: -81722.2176 eV. The charge is 0. Its multiplicity is 1. The calculation puts the energy relative to the best compared isomer or geometry (same formula, charge and spin) at 1.3 kcal per mole. The HOMO energy comes out at -10.339 eV.

Each line ends with the Löwdin charge.
Cartesian coordinates (Å):
1 C -0.98288 0.17224 0.30501  -0.472
2 Br 1.55454 0.18398 1.35939  0.600
3 C 0.36402 0.05996 -0.19584  -1.191
4 I 0.68315 -1.78097 -1.27441  0.799
5 N -2.09941 0.29080 0.59847  0.165
6 H 0.48058 1.07400 -0.79263  0.098


[4]
DFT (ωB97M-V with the def2-TZVPD basis set) results for a cluster of 2 separate species, C2HBrN2O2 in total in a non-equilibrium geometry.

As for the energy: -79201.7266 eV. The charge is 0. Its multiplicity is 1. The calculation puts the energy relative to the best compared isomer or geometry (same formula, charge and spin) at 112.8 kcal per mole. The HOMO energy (spin up / spin down) comes out at -9.596 / -9.774 eV.

Each line ends with the Löwdin charge.
Cartesian coordinates (Å):
1 O 1.00709 -1.75260 2.53495  0.107
2 O 2.94923 -0.79956 2.45150  0.129
3 C 0.14382 0.78260 -0.56171  -0.436
4 H -0.52015 0.07493 -0.96719  0.013
5 Br 1.26610 1.33938 -2.09818  0.616
6 C 0.49370 1.05401 0.77593  -0.316
7 N 0.70066 1.27365 1.89560  0.181
8 N 1.81428 -0.91324 2.59912  -0.293


- The lowest energy relative to the best compared isomer or geometry (same formula, charge and spin) belongs to which entry?
  C2HBrIN